## w
DFT (wB97M-V/def2-TZVPD) results for C3H5N3 as an isolated structure.

Frontier orbital gap (eV): 9.633
M (g mol⁻¹): 83.09
E_LUMO (Eh): 0.011
HOMO level (eV): -9.341

ORCA input file:
```
! wB97M-V def2-TZVPD RIJCOSX def2/J DEFGRID3
* xyz 0 1
C -0.781 1.298 0.673
N -0.692 -0.085 0.263
C 0.327 -0.670 -0.323
N -0.146 -1.723 -0.968
C 1.705 -0.230 -0.277
N 2.805 0.125 -0.232
H 0.210 1.703 0.915
H -1.223 1.917 -0.118
H -1.413 1.373 1.561
H -1.223 -1.167 -0.358
H 0.430 -2.540 -1.136
*
```

***

## x
DFT (wB97M-V/def2-TZVPD) results for one molecule with the formula C3H5N3.

Structure (SMILES): [H]/N=C(\C#N)NC
Frontier orbital gap (eV): 10.146
M (g mol⁻¹): 83.09
E_LUMO (Eh): 0.023
HOMO level (eV): -9.511

ORCA input file:
```
! wB97M-V def2-TZVPD RIJCOSX def2/J DEFGRID3
* xyz 0 1
C 1.540 -0.464 0.124
N 0.437 0.418 0.444
C -0.847 0.415 -0.004
N -1.477 1.522 0.117
C -1.395 -0.838 -0.534
N -1.864 -1.794 -0.985
H 1.161 -1.461 -0.121
H 2.143 -0.107 -0.720
H 2.193 -0.566 0.998
H 0.581 1.386 0.714
H -2.473 1.488 -0.034
*
```

***

Most stable: x (next structure +42.0 kcal/mol)

***

## w
DFT (wB97M-V/def2-TZVPD) results for a 2-piece molecular cluster, C3H5N3 overall.

Frontier orbital gap (eV): 9.638
M (g mol⁻¹): 83.09
E_LUMO (Eh): 0.018
HOMO level (eV): -9.149

ORCA input file:
```
! wB97M-V def2-TZVPD RIJCOSX def2/J DEFGRID3
* xyz 0 1
C -1.745 -0.426 0.019
C -0.288 -0.694 -0.074
N 0.582 -1.499 -0.138
N 2.422 -0.145 -0.327
N 1.731 0.864 -0.090
C 0.566 1.218 -0.014
H -1.961 0.201 0.888
H -2.089 0.103 -0.874
H -2.293 -1.367 0.109
H 2.885 -0.460 0.530
H 0.192 2.235 0.003
*
```

***

## x
DFT (wB97M-V/def2-TZVPD) results for one molecule with the formula C3H5N3.

Frontier orbital gap (spin up / spin down) (eV): 7.201 / 7.651
M (g mol⁻¹): 83.09
E_LUMO (spin up / spin down) (Eh): 0.028 / 0.026
HOMO level (spin up / spin down) (eV): -6.442 / -6.949

ORCA input file:
```
! wB97M-V def2-TZVPD RIJCOSX def2/J DEFGRID3
* xyz 0 1
N -1.843 -0.376 -0.206
C -0.579 0.063 -0.322
C 0.745 -0.656 0.115
N 1.832 0.061 -0.252
N 1.305 1.320 -0.281
C 0.134 0.904 0.499
H -2.518 0.129 0.353
H -2.227 -0.987 -0.911
H 0.729 -1.656 0.535
H 2.504 -0.220 -0.958
H -0.141 1.400 1.438
*
```

***

## y
DFT (wB97M-V/def2-TZVPD) results for a 2-piece molecular cluster, C3H5N3 overall.

Frontier orbital gap (eV): 9.979
M (g mol⁻¹): 83.09
E_LUMO (Eh): 0.032
HOMO level (eV): -9.113

ORCA input file:
```
! wB97M-V def2-TZVPD RIJCOSX def2/J DEFGRID3
* xyz 0 1
C -1.936 -0.557 0.057
C -0.737 -1.081 -0.593
N 0.204 -1.500 -1.118
N 2.613 -0.155 0.313
N 1.779 0.750 0.249
C 0.824 1.473 0.271
H -1.660 0.088 0.895
H -2.521 0.025 -0.660
H -2.548 -1.386 0.421
H 3.486 0.218 0.691
H 0.495 2.125 -0.525
*
```

***

## z
DFT (wB97M-V/def2-TZVPD) results for one molecule with the formula C3H5N3.

Frontier orbital gap (eV): 8.378
M (g mol⁻¹): 83.09
E_LUMO (Eh): 0.024
HOMO level (eV): -7.723

ORCA input file:
```
! wB97M-V def2-TZVPD RIJCOSX def2/J DEFGRID3
* xyz 0 1
N -1.973 -0.112 0.029
C -0.454 -0.046 0.042
N 0.346 -1.050 0.042
N 1.695 -0.660 0.012
C 2.134 0.565 0.008
C -1.103 1.098 0.060
H -2.401 -0.463 -0.827
H -2.456 -0.412 0.873
H 2.262 -1.505 -0.006
H 3.237 0.467 -0.016
H -1.287 2.117 -0.217
*
```

***

Most stable: y (next structure +17.8 kcal/mol)

***

## w
DFT (wB97M-V/def2-TZVPD) results for a 2-piece molecular cluster, C3H5N3 overall.

Frontier orbital gap (eV): 9.901
M (g mol⁻¹): 83.09
E_LUMO (Eh): 0.027
HOMO level (eV): -9.153

ORCA input file:
```
! wB97M-V def2-TZVPD RIJCOSX def2/J DEFGRID3
* xyz 0 1
C -2.116 -0.652 0.104
C -1.434 -0.807 -1.179
N -0.861 -0.904 -2.179
N 3.270 0.682 1.209
N 2.241 0.733 0.522
C 1.165 0.680 0.009
H -1.414 -0.218 0.824
H -2.975 0.014 -0.006
H -2.460 -1.622 0.471
H 3.683 1.618 1.246
H 0.901 0.475 -1.020
*
```

***

## x
DFT (wB97M-V/def2-TZVPD) results for one molecule with the formula C3H5N3.

Frontier orbital gap (eV): 9.722
M (g mol⁻¹): 83.09
E_LUMO (Eh): 0.030
HOMO level (eV): -8.899

ORCA input file:
```
! wB97M-V def2-TZVPD RIJCOSX def2/J DEFGRID3
* xyz 0 1
N -1.706 -0.099 0.151
C -0.312 -0.152 0.039
C 0.471 -1.225 0.151
C 2.680 1.111 -0.331
N 1.518 1.268 -0.225
N 0.181 1.162 -0.203
H -2.110 -1.012 0.311
H -2.145 0.346 -0.648
H 0.045 -2.218 0.218
H 1.549 -1.130 0.178
H -0.241 1.866 0.396
*
```

***

Most stable: x (next structure +14.5 kcal/mol)

***

## w
DFT (wB97M-V/def2-TZVPD) results for a 2-piece molecular cluster, C3H5N3 overall.

Frontier orbital gap (eV): 9.379
M (g mol⁻¹): 83.09
E_LUMO (Eh): 0.025
HOMO level (eV): -8.699

ORCA input file:
```
! wB97M-V def2-TZVPD RIJCOSX def2/J DEFGRID3
* xyz 0 1
N -1.547 2.463 0.292
C -0.412 2.017 0.401
C -0.550 -1.836 -0.159
N 0.628 -1.408 -0.344
C 1.683 -0.825 -0.581
N 0.760 1.719 0.581
H -2.320 1.815 0.323
H -1.098 -1.554 0.735
H -0.983 -2.529 -0.869
H 2.570 -1.278 -0.130
H 1.270 1.416 -0.246
*
```

***

## x
DFT (wB97M-V/def2-TZVPD) results for one molecule with the formula C3H5N3.

Structure (SMILES): Cn1cnnc1
Frontier orbital gap (eV): 10.187
M (g mol⁻¹): 83.09
E_LUMO (Eh): 0.026
HOMO level (eV): -9.470

ORCA input file:
```
! wB97M-V def2-TZVPD RIJCOSX def2/J DEFGRID3
* xyz 0 1
C 0.682 0.666 1.266
N 0.148 -0.103 0.040
C 0.242 -1.426 -1.046
N -0.734 -1.280 -1.843
N -1.488 -0.149 -1.553
C -0.942 0.435 -0.517
H 0.670 1.767 1.118
H 1.715 0.413 1.503
H 0.091 0.497 2.184
H 1.045 -2.166 -0.968
H -1.428 1.346 -0.184
*
```

***

## y
DFT (wB97M-V/def2-TZVPD) results for C3H5N3 as an isolated structure.

Frontier orbital gap (eV): 9.802
M (g mol⁻¹): 83.09
E_LUMO (Eh): 0.038
HOMO level (eV): -8.773

ORCA input file:
```
! wB97M-V def2-TZVPD RIJCOSX def2/J DEFGRID3
* xyz 0 1
N 1.954 -0.209 -0.184
C 0.591 -0.085 -0.010
C -0.210 1.041 -0.248
N -1.493 0.729 0.034
C -1.413 -0.651 0.361
N -0.162 -1.134 0.358
H 2.347 -1.009 0.292
H 2.489 0.636 -0.046
H 0.064 2.010 -0.644
H -1.913 -0.184 -0.748
H -2.254 -1.145 0.834
*
```

***

## z
DFT (wB97M-V/def2-TZVPD) results for one molecule with the formula C3H5N3.

Structure (SMILES): [H]/N=C1\CN=CN1
Frontier orbital gap (eV): 9.987
M (g mol⁻¹): 83.09
E_LUMO (Eh): 0.035
HOMO level (eV): -9.048

ORCA input file:
```
! wB97M-V def2-TZVPD RIJCOSX def2/J DEFGRID3
* xyz 0 1
N 0.546 0.697 -1.842
C 0.214 0.247 -0.703
C 0.344 0.770 0.726
N -0.351 -0.187 1.591
C -0.730 -1.128 0.816
N -0.412 -0.977 -0.523
H 0.981 1.614 -1.752
H 1.403 0.815 1.012
H -0.076 1.778 0.826
H -1.279 -2.013 1.126
H -0.639 -1.614 -1.275
*
```

***

Most stable: z (next structure +36.6 kcal/mol)

***

## w
DFT (wB97M-V/def2-TZVPD) results for one molecule with the formula C3H5N3.

Frontier orbital gap (spin up / spin down) (eV): 8.110 / 7.051
M (g mol⁻¹): 83.09
E_LUMO (spin up / spin down) (Eh): -0.044 / -0.072
HOMO level (spin up / spin down) (eV): -9.299 / -9.020

ORCA input file:
```
! wB97M-V def2-TZVPD RIJCOSX def2/J DEFGRID3
* xyz 0 1
C -1.886 -0.167 0.021
N -0.451 -0.180 -0.277
C 0.364 0.812 -0.108
N 1.667 0.853 -0.020
C 2.237 -0.600 0.014
N 1.471 -1.567 -0.079
H -2.488 -0.395 -0.868
H -2.097 -0.939 0.768
H -2.247 0.791 0.433
H 0.105 1.879 -0.002
H 3.324 -0.487 0.118
*
```

***

## x
DFT (wB97M-V/def2-TZVPD) results for one molecule with the formula C3H5N3.

Structure (SMILES): Cc1cn[nH]n1
Frontier orbital gap (eV): 11.243
M (g mol⁻¹): 83.09
E_LUMO (Eh): 0.038
HOMO level (eV): -10.202

ORCA input file:
```
! wB97M-V def2-TZVPD RIJCOSX def2/J DEFGRID3
* xyz 0 1
C -1.643 -0.330 0.028
C -0.161 -0.157 -0.029
N 0.682 -1.168 -0.105
N 1.892 -0.590 -0.290
N 1.842 0.782 -0.208
C 0.585 1.054 -0.026
H -2.108 0.401 0.696
H -2.096 -0.206 -0.962
H -1.882 -1.334 0.383
H 2.645 -0.512 0.416
H 0.254 2.070 0.103
*
```

***

Most stable: x (next structure +64.8 kcal/mol)